(1)
ORCA calculation (wB97M-V/def2-TZVPD) on a structure of composition C2H2BrI at a distorted geometry.

Results
* ΔE to the lowest compared entry with this formula, charge and spin: 157.1 kcal per mole
* LUMO level (alpha / beta): -0.060 / -0.059 hartree

Structure (ORCA input):
```
! wB97M-V def2-TZVPD RIJCOSX def2/J DEFGRID3
* xyz 0 1
C -0.94 0.54 0.24
C 1.10 -0.96 -0.98
Br 1.14 -2.58 -0.08
I 1.25 0.79 -0.08
H -0.86 1.02 1.22
H -1.69 1.18 -0.32
*
```

Results of the natural (NBO) charge analysis, in e, for atoms 1 through 2:
1. C -0.789
2. C -0.373



(2)
ORCA calculation (wB97M-V/def2-TZVPD) on an isolated molecule of C2H2BrIO at a distorted geometry.

Results
* ΔE to the lowest compared entry with this formula, charge and spin: 110.2 kcal per mole
* LUMO level (alpha / beta): -0.045 / -0.045 hartree

Structure (ORCA input):
```
! wB97M-V def2-TZVPD RIJCOSX def2/J DEFGRID3
* xyz 0 1
C -0.05 -0.41 -0.27
C -1.20 -0.85 -0.61
O 2.34 0.84 0.49
Br -2.95 -0.18 -0.30
I 0.46 1.35 0.72
H 2.79 0.96 1.25
H -1.38 -1.71 -1.28
*
```

Results of the natural (NBO) charge analysis, in e, for atoms 1 through 2:
1. C -0.365
2. C -0.437



(3)
ORCA calculation (wB97M-V/def2-TZVPD) on a cluster of 2 separate species, C2H2BrNO3 in total at a distorted geometry.

Results
* ΔE to the lowest compared entry with this formula, charge and spin: 94.5 kcal per mole
* LUMO level (alpha / beta): -0.052 / -0.073 hartree

Structure (ORCA input):
```
! wB97M-V def2-TZVPD RIJCOSX def2/J DEFGRID3
* xyz 0 1
C -1.74 -0.05 0.28
C 0.75 0.81 -0.31
N 1.19 -0.40 0.09
O -2.47 0.63 0.86
O 1.73 -0.53 1.18
O 0.91 -1.36 -0.67
Br -1.63 -1.69 -0.45
H 0.85 1.65 0.36
H 0.42 0.94 -1.33
*
```

Results of the natural (NBO) charge analysis, in e, for atoms 1 through 2:
1. C 0.423
2. C -0.231



(4)
ORCA calculation (wB97M-V/def2-TZVPD) on a structure of composition C2H2CaO2 at a distorted geometry.

Results
* expectation value of S²: 0.7543
* ΔE to the lowest compared entry with this formula, charge and spin: 20.9 kcal per mole
* LUMO level (alpha / beta): -0.206 / -0.209 hartree

Structure (ORCA input):
```
! wB97M-V def2-TZVPD RIJCOSX def2/J DEFGRID3
* xyz 1 2
H -1.27 -0.22 -0.92
O 0.87 -0.97 0.18
C -0.41 -0.65 0.14
C -0.66 0.78 -0.11
O 0.28 1.55 -0.33
H -1.11 -1.09 0.87
Ca 2.32 0.60 0.16
*
```

Results of the natural (NBO) charge analysis, in e, for atoms 1 through 2:
1. H 0.201
2. O -0.937



(5)
ORCA calculation (wB97M-V/def2-TZVPD) on an isolated molecule of C2H2Cl2 at a distorted geometry.

Results
* ΔE to the lowest compared entry with this formula, charge and spin: 8.4 kcal per mole
* LUMO level: 0.028 hartree
* SMILES string: C=C(Cl)Cl

Structure (ORCA input):
```
! wB97M-V def2-TZVPD RIJCOSX def2/J DEFGRID3
* xyz 0 1
C 0.06 0.81 0.00
C -0.11 -0.46 0.08
Cl -1.59 -1.46 0.00
Cl 1.25 -1.62 0.00
H 1.15 1.17 -0.07
H -0.76 1.55 -0.01
*
```

Results of the natural (NBO) charge analysis, in e, for atoms 1 through 2:
1. C -0.454
2. C -0.031



(6)
ORCA calculation (wB97M-V/def2-TZVPD) on a cluster of 2 separate species, C2H2Cl2NO2P in total at a distorted geometry.

Results
* ΔE to the lowest compared entry with this formula, charge and spin: 43.8 kcal per mole
* LUMO level (alpha / beta): -0.073 / -0.090 hartree

Structure (ORCA input):
```
! wB97M-V def2-TZVPD RIJCOSX def2/J DEFGRID3
* xyz 0 1
C -0.79 0.92 0.13
C -2.05 -1.19 -0.51
N -1.59 0.02 -0.06
O -2.05 -1.62 -1.60
O 2.39 1.44 1.43
P 2.03 0.68 0.22
Cl 3.28 0.99 -1.34
Cl 2.36 -1.28 0.67
H -1.16 1.80 0.72
H -2.43 -1.76 0.33
*
```

Results of the natural (NBO) charge analysis, in e, for atoms 1 through 2:
1. C 0.197
2. C 0.515



(7)
ORCA calculation (wB97M-V/def2-TZVPD) on a cluster of 2 separate species, C2H2Cl2O in total at a distorted geometry.

Results
* ΔE to the lowest compared entry with this formula, charge and spin: 96.3 kcal per mole
* LUMO level: 0.000 hartree
* SMILES string: C#CCl.OCl

Structure (ORCA input):
```
! wB97M-V def2-TZVPD RIJCOSX def2/J DEFGRID3
* xyz 0 1
C -0.54 1.28 -0.33
C 0.66 1.36 -0.17
Cl 2.22 1.11 0.18
H -1.48 1.61 -0.68
O -0.89 -1.77 0.16
Cl 0.73 -2.25 -0.13
H -0.71 -1.34 0.97
*
```

Results of the natural (NBO) charge analysis, in e, for atoms 1 through 2:
1. C -0.252
2. C -0.136



(8)
ORCA calculation (wB97M-V/def2-TZVPD) on an isolated molecule of C2H2Cl2O2 at a distorted geometry.

Results
* ΔE to the lowest compared entry with this formula, charge and spin: 28.1 kcal per mole
* LUMO level: 0.024 hartree
* SMILES string: O=C(Cl)OCCl

Structure (ORCA input):
```
! wB97M-V def2-TZVPD RIJCOSX def2/J DEFGRID3
* xyz 0 1
O 2.02 1.18 0.00
C 2.22 0.04 -0.04
Cl 3.81 -0.67 0.02
O 1.32 -0.93 -0.05
C -0.04 -0.50 0.12
Cl -0.92 -1.99 0.00
H -0.35 0.07 0.97
H -0.14 0.33 -0.75
*
```

Results of the natural (NBO) charge analysis, in e, for atoms 1 through 2:
1. O -0.544
2. C 0.747



(9)
ORCA calculation (wB97M-V/def2-TZVPD) on an isolated molecule of C2H2Cl2O2 at a distorted geometry.

Results
* ΔE to the lowest compared entry with this formula, charge and spin: 155.5 kcal per mole
* LUMO level (alpha / beta): -0.056 / -0.056 hartree

Structure (ORCA input):
```
! wB97M-V def2-TZVPD RIJCOSX def2/J DEFGRID3
* xyz 0 1
C 0.15 -0.37 0.85
C -0.48 0.46 -0.26
O 0.96 -1.24 0.33
O 1.64 -0.94 -0.73
Cl 0.39 2.10 -0.81
Cl -2.19 0.73 -0.14
H -0.45 -0.64 1.81
H -0.02 -0.10 -1.06
*
```

Results of the natural (NBO) charge analysis, in e, for atoms 1 through 2:
1. C 0.225
2. C -0.296



(10)
ORCA calculation (wB97M-V/def2-TZVPD) on an isolated molecule of C2H2Cl2OS at a distorted geometry.

Results
* ΔE to the lowest compared entry with this formula, charge and spin: 28.6 kcal per mole
* LUMO level: 0.015 hartree
* SMILES string: O/C(Cl)=C(/S)Cl

Structure (ORCA input):
```
! wB97M-V def2-TZVPD RIJCOSX def2/J DEFGRID3
* xyz 0 1
O 0.06 -1.86 0.40
C -0.14 -0.54 0.36
Cl 1.30 0.48 0.49
C -1.35 -0.04 0.28
S -1.57 1.82 0.19
Cl -2.76 -0.88 0.14
H 0.87 -2.24 0.80
H -0.34 1.87 0.91
*
```

Results of the natural (NBO) charge analysis, in e, for atoms 1 through 2:
1. O -0.680
2. C 0.234



(11)
ORCA calculation (wB97M-V/def2-TZVPD) on a cluster of 2 separate species, C2H2Cl2OS in total at a distorted geometry.

Results
* ΔE to the lowest compared entry with this formula, charge and spin: 27.4 kcal per mole
* LUMO level (alpha / beta): -0.020 / -0.020 hartree
* SMILES string: O=C(Cl)Cl.C=S

Structure (ORCA input):
```
! wB97M-V def2-TZVPD RIJCOSX def2/J DEFGRID3
* xyz 0 1
O -1.36 -0.84 -0.26
C -1.83 0.03 0.41
Cl -2.39 -0.32 2.03
Cl -1.96 1.68 -0.03
C 1.84 -0.06 -0.51
S 2.15 -1.48 -1.30
H 1.17 0.06 0.34
H 2.39 0.94 -0.68
*
```

Results of the natural (NBO) charge analysis, in e, for atoms 1 through 2:
1. O -0.467
2. C 0.414



(12)
ORCA calculation (wB97M-V/def2-TZVPD) on a cluster of 2 separate species, C2H2Cl2S in total at a distorted geometry.

Results
* ΔE to the lowest compared entry with this formula, charge and spin: 64.2 kcal per mole
* LUMO level: -0.055 hartree

Structure (ORCA input):
```
! wB97M-V def2-TZVPD RIJCOSX def2/J DEFGRID3
* xyz 0 1
C -0.24 1.02 0.59
C 0.46 -0.14 1.09
S -1.06 2.06 1.52
Cl 2.16 -0.13 0.59
Cl 0.27 -0.57 2.75
H -0.13 1.20 -0.48
H -0.02 -1.52 0.13
*
```

Results of the natural (NBO) charge analysis, in e, for atoms 1 through 2:
1. C -0.378
2. C -0.267